Entry 1:
C22H39Cl2F7O3 | the ωB97M-V functional and the def2-TZVPD basis

```
73
Properties=species:S:1:pos:R:3:forces:R:3
Cl -1.469936 5.445371 5.224303 0.1 0.1 0.1
Cl 1.298098 -1.268872 0.428866 0.1 -0.1 -0.1
F -1.220115 -2.534160 -0.497325 -0.1 0.2 -0.1
F -3.806751 -1.678162 -0.744745 0.0 0.0 0.0
F -1.463489 0.955982 -0.196504 0.0 -0.4 0.2
F -2.795691 -2.130153 -2.598402 0.0 0.1 0.0
F -3.168924 -0.066668 -2.051131 0.0 0.0 0.0
F -2.403117 -0.514479 1.126275 0.3 0.0 -0.2
F -0.563280 -0.899957 -1.836023 -0.1 -0.1 0.1
O 1.227033 1.702636 3.308548 0.2 0.1 0.1
O -0.320952 -0.816258 2.466469 0.2 0.0 -0.1
O 0.474609 0.949151 1.348875 -0.2 -0.3 -0.2
C -1.054408 2.185038 2.792047 -0.1 0.0 0.3
C -3.938404 0.535126 -6.952077 0.0 0.0 0.0
C -1.335424 -0.295156 0.315457 0.0 0.3 -0.2
C 5.876057 1.324909 4.138823 0.0 0.0 0.0
C -4.038938 -1.822659 -5.917269 0.0 0.0 0.1
C 0.302434 1.593047 2.575387 0.0 0.2 0.2
C 7.017802 -1.260276 5.473495 0.0 -0.1 -0.1
C 4.465060 0.907908 2.049798 0.0 -0.1 0.0
C -2.855827 -1.267579 -1.578345 0.2 -0.3 -0.1
C -5.087108 -1.482910 -4.862535 -0.1 -0.1 -0.2
C -4.739786 0.172625 -8.201276 0.1 0.0 0.0
C -0.003365 -0.349927 1.222091 -0.3 0.4 0.2
C -3.876760 -0.338553 -9.351116 -0.1 0.0 0.0
C 7.115569 0.554875 3.679784 0.0 0.0 0.0
C -1.449148 -2.492214 3.781860 -0.1 0.4 -0.5
C -1.159529 2.978695 4.095557 -0.4 0.1 0.0
C -3.174437 -0.628630 -6.318501 0.0 0.0 0.0
C -0.394963 -2.235680 2.703726 -0.3 -0.2 0.5
C 4.552841 0.815187 3.569464 0.0 0.1 0.0
C -0.784311 4.444145 3.916162 0.1 -0.3 -0.1
C 7.089007 -0.942148 3.982784 0.1 0.0 0.1
C -1.453411 -1.260477 -0.893617 -0.1 0.0 0.0
H -4.614351 0.973881 -6.212902 0.0 0.0 0.0
H -1.306130 2.807944 1.931603 0.0 -0.1 -0.1
H -1.778429 1.367100 2.807666 0.1 0.0 -0.1
H -0.550453 2.528637 4.876039 0.0 -0.1 0.0
H 6.103729 -0.872511 5.925355 0.0 0.0 0.0
H 3.738765 1.399179 4.001651 0.0 0.0 0.0
H -2.394021 -0.970205 -7.004051 0.0 0.0 0.0
H -5.802007 -0.742268 -5.225035 0.0 0.0 0.0
H 7.034794 -2.337899 5.642705 0.0 0.0 0.0
H 7.255546 0.695784 2.604502 0.0 0.0 0.0
H 6.248558 -1.414748 3.467305 0.0 0.0 0.0
H 7.992909 -1.395028 3.566823 0.0 0.0 0.0
H -4.486580 -0.552686 -10.229744 0.0 0.0 0.0
H 5.226151 0.296626 1.560601 0.0 0.0 0.0
H -2.150165 -1.656876 3.773823 0.0 0.0 0.1
H -2.650621 -0.257182 -5.431632 0.0 0.0 0.0
H -4.527305 -2.249923 -6.797209 0.0 0.0 0.0
H 0.586661 -2.556441 3.048532 0.1 -0.1 -0.2
H -3.383472 -2.604778 -5.525095 0.0 0.0 0.0
H -3.129777 0.405064 -9.636394 0.0 0.0 0.0
H 5.998998 2.376512 3.860701 0.0 0.0 0.0
H -5.282806 1.061358 -8.532997 0.0 0.0 0.0
H -1.011148 -2.588753 4.770160 -0.1 0.0 0.1
H -3.221999 1.322517 -7.206842 0.0 0.0 0.0
H -5.500919 -0.572900 -7.955801 0.0 0.0 0.0
H -5.653868 -2.370843 -4.577778 0.0 0.0 0.0
H -1.192026 4.823969 2.982007 0.0 0.1 0.0
H -4.617056 -1.083335 -3.969014 0.0 0.1 0.1
H 5.820711 1.309633 5.231062 0.0 0.0 0.0
H 7.867254 -0.825627 6.004444 0.0 0.0 0.0
H 0.294555 4.582618 3.925066 0.0 0.1 0.0
H -2.029197 -3.376046 3.523951 0.1 -0.2 0.2
H 4.382844 -0.219239 3.883045 0.0 0.0 0.0
H 4.594910 1.939970 1.716425 0.0 0.0 0.0
H -3.352690 -1.257676 -9.085348 0.0 0.0 0.0
H 3.490890 0.566033 1.698874 0.0 0.0 0.0
H -2.195670 2.936810 4.435846 0.0 0.0 0.0
H 7.996527 0.997147 4.156133 0.0 0.0 0.0
H -0.663551 -2.765593 1.794617 0.1 0.1 -0.1
```
Positions in Å, forces in eV/Å.

**DFT total energy**: -2706.84380 Eh
**HOMO-LUMO gap**: 0.4139 Ha
**Total charge**: 0
**HOMO level**: -10.71 eV
**Structure (SMILES)**: CCO[C@](Cl)(OC(=O)CCCCl)C(F)(F)C(F)(F)C(F)(F)F.CCCCCC.CCCCCC
**LUMO**: 0.0202 Ha

***

Entry 2:
C13H44N8O9 | the ωB97M-V functional and the def2-TZVPD basis

```
74
Properties=species:S:1:pos:R:3:forces:R:3
O -1.419622 -4.415527 0.264878 4.8 2.9 -0.8
O -5.247622 -2.059527 2.421878 5.9 -3.7 -2.9
O 2.098378 2.017473 -0.128122 1.1 -3.6 6.2
O 3.677378 -1.960527 -2.535122 -1.4 -1.3 7.0
O -0.762622 -0.670527 -0.024122 -0.6 -0.6 0.1
O 3.824378 1.116473 -2.602122 1.0 0.5 0.9
O -1.455622 -2.736527 3.560878 -0.3 -0.4 -0.5
O 0.017378 2.909473 -1.099122 -0.2 2.0 -1.2
O -3.203622 3.422473 1.370878 0.5 1.2 -0.5
N 0.272378 -3.060527 1.074878 0.4 2.6 5.2
N 3.487378 -3.128527 -0.416122 0.6 -4.1 0.9
N 3.050378 1.340473 1.947878 4.9 2.0 0.9
N -3.357622 -2.118527 0.950878 -0.6 4.7 -2.8
N 1.075378 0.713473 1.545878 -5.4 -3.5 0.3
N -3.528622 -3.727527 2.272878 -1.6 -5.9 4.7
N 0.617378 -3.772527 -0.890122 -1.5 -1.4 -2.0
N 3.204378 -0.894527 -0.487122 -0.4 -0.6 -1.0
C -3.316622 1.771473 -0.226122 -0.4 -1.0 -1.2
C 2.061378 1.364473 1.108878 0.6 4.6 -7.6
C 3.001378 2.407473 -4.557122 0.2 -3.0 0.9
C -3.494622 3.267473 -0.022122 -2.9 -2.4 1.4
C -0.177622 -0.576527 -1.320122 0.6 1.0 -0.3
C 2.814378 1.221473 -3.562122 1.8 -1.1 -2.4
C -1.654622 -1.344527 3.805878 4.3 -0.2 -1.4
C 0.311378 3.977473 -2.132122 -2.1 -1.7 1.8
C -4.110622 -2.694527 1.844878 -6.5 7.0 1.6
C 3.458378 -2.031527 -1.170122 1.4 3.0 -6.8
C -0.562622 -1.079527 4.888878 0.8 1.5 -2.1
C -1.032622 4.770473 -2.350122 1.1 -1.0 0.0
C -0.235622 -3.773527 0.139878 -4.2 -4.2 -1.8
H -2.820622 -4.211527 1.742878 0.1 -0.5 -0.3
H -0.722622 -1.532527 5.801878 -0.9 -1.3 1.8
H -4.592622 3.465473 -0.049122 0.6 0.0 -0.5
H -2.212622 -3.021527 3.005878 0.3 -0.1 0.6
H -3.676622 -1.140527 0.724878 0.8 -1.7 -0.2
H 3.771378 2.036473 1.694878 -0.4 -0.8 0.4
H 0.250378 0.608473 0.900878 0.8 -0.3 1.1
H 3.739378 -4.060527 -0.838122 -0.2 1.8 0.4
H 0.318378 -4.233527 -1.743122 0.5 0.2 0.2
H 3.331378 -0.937527 0.496878 -0.1 0.6 0.6
H 0.445378 -1.481527 4.573878 -1.1 0.4 -0.1
H 4.515378 0.605473 -3.051122 -0.1 0.1 0.6
H -0.464622 0.345473 -1.886122 0.0 -0.5 1.0
H -4.145622 -4.130527 3.025878 1.5 -0.4 -1.2
H 0.900378 -0.559527 -1.141122 0.0 0.0 -0.7
H -4.019622 1.248473 0.467878 0.8 0.3 -0.3
H -1.463622 5.266473 -1.442122 0.8 -0.5 -0.7
H 4.021378 2.443473 -4.868122 0.7 -0.1 -0.6
H 1.556378 -3.437527 -0.746122 0.0 -0.2 -0.4
H 2.944378 -0.052527 -1.014122 0.8 -0.1 0.4
H 1.871378 1.273473 -3.118122 -1.5 0.1 1.0
H -1.320622 -0.839527 2.789878 -1.1 -0.2 2.0
H -2.270622 1.438473 -0.077122 -0.6 0.3 0.1
H 2.808378 1.358473 2.920878 0.0 -0.1 0.3
H 2.313378 2.189473 -5.339122 -0.4 0.3 -1.0
H 2.931378 0.208473 -4.045122 -1.0 1.1 -0.4
H 1.098378 4.635473 -1.816122 0.6 0.2 0.3
H -1.706622 3.987473 -2.684122 -0.5 0.2 -0.1
H -0.548622 -1.577527 0.308878 -0.5 1.4 -0.3
H 2.801378 3.303473 -4.089122 -0.7 2.0 1.0
H -0.426622 -0.023527 5.145878 -0.1 0.1 -0.4
H -2.653622 -1.140527 4.070878 -1.1 0.5 0.3
H -2.652622 -2.585527 0.392878 -0.3 0.0 0.2
H -2.343622 3.826473 1.363878 0.7 0.2 0.6
H 3.436378 -3.183527 0.625878 0.1 0.6 -1.5
H -3.039622 3.868473 -0.766122 1.0 0.8 -0.1
H 1.249378 -0.045527 2.242878 -0.6 1.3 -0.8
H 0.887378 2.494473 -0.890122 -0.5 0.2 0.3
H 1.062378 -2.420527 0.925878 -0.6 -0.7 0.2
H -3.616622 1.436473 -1.251122 0.2 0.3 0.5
H -0.905622 5.491473 -3.161122 -0.1 0.1 0.1
H 0.633378 3.304473 -2.929122 -0.2 1.0 -0.8
H -0.451622 -1.413527 -1.930122 -0.1 -0.6 -0.3
H -0.243622 -3.062527 1.974878 0.5 0.4 -0.2
```
Positions in Å, forces in eV/Å.

**DFT total energy**: -1636.80939 Eh
**HOMO-LUMO gap**: 0.3129 Ha
**Total charge**: 0
**HOMO level**: -9.05 eV
**Structure (SMILES)**: NC(N)=O.NC(N)=O.NC(N)=O.NC(N)=O.CCO.CCO.CCO.CCO.CO
**LUMO**: -0.0198 Ha

***

Q: The lowest HOMO-LUMO gap belongs to which entry?
A: C13H44N8O9

***

Q: Among the records above, which one has the lowest LUMO?
A: C13H44N8O9